1.
54
Properties=species:S:1:pos:R:3 method="wB97M-V/def2-TZVPD" charge=0 orbital_gap_ev=9.4 relative_energy_kj_mol=162.9 homo_energy_ev=-9.01 lumo_ha=0.0132 smiles="Cc1cc(C(=O)NC[C@@H]2[C@@H](C)CCCN2C(=O)c2ccc(=O)oc2)ncc1CO"
C -5.51 -0.53 -2.50
C -4.26 -0.47 -1.65
C -3.04 -0.14 -2.23
C -1.91 -0.08 -1.43
C -0.57 0.24 -2.04
O -0.37 1.29 -2.63
N 0.38 -0.68 -1.81
C 1.78 -0.45 -2.07
C 2.32 0.63 -1.13
C 3.85 0.78 -1.13
C 4.43 0.96 -2.53
C 4.25 1.96 -0.23
C 3.60 1.89 1.16
C 2.10 1.67 1.04
N 1.88 0.45 0.25
C 1.88 -0.77 0.83
O 2.27 -1.79 0.26
C 1.27 -0.87 2.18
C 0.00 -0.26 2.49
C -0.55 -0.41 3.71
C 0.13 -1.17 4.74
O -0.24 -1.36 5.86
O 1.33 -1.75 4.37
C 1.85 -1.60 3.14
N -1.92 -0.36 -0.13
C -3.09 -0.67 0.42
C -4.29 -0.73 -0.29
C -5.57 -1.10 0.41
O -5.40 -1.04 1.81
H -6.19 0.27 -2.22
H -5.27 -0.45 -3.55
H -6.02 -1.48 -2.35
H -2.97 0.08 -3.29
H 0.15 -1.44 -1.19
H 2.32 -1.38 -1.94
H 1.93 -0.13 -3.10
H 1.88 1.57 -1.46
H 4.26 -0.14 -0.70
H 3.98 1.82 -3.04
H 5.51 1.13 -2.49
H 4.27 0.08 -3.16
H 5.33 2.02 -0.15
H 3.93 2.89 -0.71
H 4.05 1.08 1.75
H 3.80 2.81 1.71
H 1.58 1.65 1.99
H 1.64 2.49 0.49
H -0.53 0.28 1.72
H -1.51 0.03 3.95
H 2.78 -2.14 3.02
H -3.07 -0.88 1.48
H -6.36 -0.42 0.09
H -5.85 -2.12 0.10
H -6.24 -1.26 2.22



2.
43
Properties=species:S:1:pos:R:3 method="wB97M-V/def2-TZVPD" charge=-1 orbital_gap_ev="5.6 / 5.6" relative_energy_kj_mol=40.0 homo_energy_ev="-3.79 / -3.79" lumo_ha="0.0647 / 0.0647"
Au 2.28 0.82 -0.59
S 3.70 -0.70 -4.77
C 3.30 -0.21 -3.22
S 2.38 1.27 -3.01
S 3.71 -1.03 -1.76
O 4.26 3.09 2.33
C 3.51 2.49 1.57
O 3.72 2.15 0.36
C 2.15 2.11 2.13
C 1.57 2.82 3.17
C 0.33 2.44 3.63
C -0.28 1.31 3.09
C 0.36 0.64 2.06
N 1.55 1.05 1.58
H 2.11 3.66 3.57
H -0.16 3.00 4.42
H -1.24 0.96 3.44
H -0.08 -0.24 1.60
C -4.62 0.54 -0.06
C -3.82 -0.60 -0.02
C -2.49 -0.54 -0.41
C -1.92 0.66 -0.84
C -2.73 1.80 -0.87
C -4.06 1.74 -0.48
C -0.47 0.83 -1.19
C 0.51 -0.06 -1.05
C 0.45 -1.54 -0.99
C 1.13 -2.28 -0.03
C 1.14 -3.66 -0.08
C 0.49 -4.33 -1.11
C -0.18 -3.60 -2.08
C -0.20 -2.21 -2.01
H -5.65 0.50 0.24
H -4.24 -1.54 0.32
H -1.88 -1.44 -0.36
H -2.29 2.74 -1.19
H -4.66 2.64 -0.51
H -0.20 1.84 -1.46
H 1.68 -1.76 0.75
H 1.69 -4.23 0.67
H 0.52 -5.41 -1.17
H -0.68 -4.10 -2.90
H -0.69 -1.63 -2.79



3.
9
Properties=species:S:1:pos:R:3 method="wB97M-V/def2-TZVPD" charge=0 orbital_gap_ev="8.7 / 8.7" relative_energy_kj_mol=483.7 homo_energy_ev="-8.22 / -8.22" lumo_ha="0.0174 / 0.0174" smiles="C=CC1=C(Cl)O1"
C -1.82 -0.13 0.46
C -0.80 -0.35 -0.34
C 0.75 0.05 0.17
C 1.99 0.11 -0.21
Cl 3.53 -0.55 -0.25
O 1.59 1.36 -0.25
H -2.88 -0.08 0.33
H -1.70 0.27 1.48
H -0.66 -0.70 -1.39



4.
90
Properties=species:S:1:pos:R:3 method="wB97M-V/def2-TZVPD" charge=-2 orbital_gap_ev="5.7 / 5.8" relative_energy_kj_mol=307.6 homo_energy_ev="-1.88 / -2.00" lumo_ha="0.1405 / 0.1405" s2=2.03 multiplicity=3
Mo 0.40 -0.60 0.08
C -1.35 2.22 3.51
C -0.11 1.40 3.69
N 0.51 1.43 4.81
C 1.75 0.81 4.91
C 2.51 0.51 3.84
C 3.89 -0.04 4.02
O 4.89 0.91 3.62
C 1.92 0.64 2.52
C 2.66 0.67 1.38
N 2.16 0.59 0.13
C 3.03 0.79 -0.94
C 4.30 0.20 -0.99
C 5.16 0.41 -2.06
C 4.76 1.20 -3.12
C 3.51 1.80 -3.10
C 2.67 1.61 -2.02
I 0.83 2.59 -1.99
C 0.42 0.62 2.49
O -0.06 1.14 1.28
H -1.57 2.73 4.45
H -2.20 1.61 3.23
H -1.19 2.96 2.72
H 2.12 0.67 5.92
H 3.99 -0.95 3.42
H 4.03 -0.30 5.08
H 5.71 0.43 3.48
H 3.74 0.75 1.48
H 4.58 -0.49 -0.20
H 6.12 -0.09 -2.07
H 5.42 1.35 -3.98
H 3.18 2.42 -3.93
Te -2.00 0.51 0.36
N -3.26 -3.31 0.28
C -2.11 -4.27 0.29
C -0.76 -3.52 0.43
O 0.18 -4.10 0.92
O -0.83 -2.34 -0.08
H -4.02 -3.64 -0.31
H -2.97 -2.38 -0.09
H -3.59 -3.23 1.30
H -2.10 -4.82 -0.65
H -2.22 -4.94 1.13
F 4.42 -2.92 -1.09
B 3.23 -3.32 -0.42
F 2.51 -2.11 -0.10
F 2.47 -4.10 -1.29
F 3.56 -4.00 0.74
F -3.27 -0.78 -0.73
Te -1.93 -1.63 2.82
F -3.75 -0.82 2.81
F -3.37 -3.34 2.83
F -1.95 -0.57 4.38
F -1.10 -2.85 4.06
O 0.01 -0.77 2.49
N 0.58 -0.75 -1.81
P 0.16 -1.18 -3.23
C -0.82 -2.71 -3.42
C -0.21 -3.89 -2.99
C -0.84 -5.11 -3.17
C -2.09 -5.16 -3.77
C -2.71 -4.00 -4.18
C -2.07 -2.77 -4.02
C 1.60 -1.60 -4.25
C 1.47 -2.02 -5.57
C 2.59 -2.39 -6.29
C 3.84 -2.38 -5.68
C 3.97 -1.98 -4.35
C 2.84 -1.58 -3.64
C -0.75 0.13 -4.08
C -1.97 0.52 -3.51
C -2.64 1.62 -4.02
C -2.12 2.33 -5.09
C -0.92 1.95 -5.66
C -0.23 0.85 -5.15
H 0.76 -3.85 -2.50
H -0.35 -6.01 -2.84
H -2.59 -6.12 -3.90
H -3.70 -4.03 -4.64
H -2.56 -1.87 -4.36
H 0.49 -2.07 -6.03
H 2.49 -2.71 -7.32
H 4.72 -2.69 -6.23
H 4.93 -2.00 -3.85
H 2.93 -1.30 -2.60
H -2.37 -0.02 -2.66
H -3.58 1.93 -3.56
H -2.65 3.20 -5.47
H -0.49 2.51 -6.48
H 0.72 0.56 -5.58



5.
130
Properties=species:S:1:pos:R:3 method="wB97M-V/def2-TZVPD" charge=-1 orbital_gap_ev=9.2 relative_energy_kj_mol=0.0 homo_energy_ev=-6.85 lumo_ha=0.0874
Cl -17.89 -10.04 -14.75
O -19.31 -10.05 -15.02
O -17.62 -10.75 -13.51
O -17.19 -10.64 -15.85
O -17.48 -8.67 -14.63
O -17.43 -9.14 -11.10
H -17.39 -9.67 -11.91
H -18.35 -9.20 -10.81
O -16.22 -7.04 -12.61
H -16.55 -7.48 -13.41
H -16.48 -7.67 -11.92
C -18.42 -3.54 -14.38
C -19.07 -4.67 -15.15
C -19.51 -5.89 -14.31
O -20.59 -5.47 -13.49
C -21.19 -6.49 -12.76
N -20.16 -4.17 -15.98
H -18.02 -2.76 -15.03
H -17.64 -3.97 -13.76
H -19.16 -3.10 -13.71
H -18.34 -5.06 -15.86
H -18.69 -6.25 -13.68
H -19.83 -6.69 -14.98
H -20.46 -7.02 -12.14
H -21.80 -7.21 -13.32
H -21.85 -6.01 -12.03
H -20.66 -4.91 -16.47
H -20.92 -3.79 -15.41
C -14.55 -13.79 -19.16
C -15.17 -12.88 -18.12
C -14.36 -11.63 -17.85
O -13.03 -11.97 -17.48
C -12.37 -10.91 -16.86
N -16.49 -12.44 -18.64
H -13.57 -14.13 -18.80
H -14.32 -13.23 -20.07
H -15.24 -14.58 -19.47
H -15.33 -13.42 -17.18
H -14.84 -10.99 -17.11
H -14.34 -11.00 -18.76
H -11.34 -11.22 -16.65
H -12.76 -10.64 -15.87
H -12.23 -10.05 -17.52
H -17.16 -13.18 -18.46
H -16.80 -11.72 -17.98
C -12.06 -10.33 -10.65
C -11.90 -11.43 -11.71
C -13.11 -11.31 -12.63
O -13.31 -12.54 -13.30
C -14.38 -12.55 -14.21
N -10.63 -11.13 -12.42
H -12.16 -9.36 -11.13
H -11.19 -10.27 -9.99
H -12.96 -10.47 -10.05
H -11.93 -12.42 -11.26
H -12.98 -10.50 -13.37
H -14.04 -11.12 -12.07
H -14.33 -11.63 -14.81
H -15.35 -12.53 -13.71
H -14.30 -13.41 -14.87
H -10.61 -11.82 -13.17
H -10.76 -10.25 -12.91
C -19.07 -6.65 -19.31
C -19.94 -7.14 -18.17
C -21.43 -6.79 -18.31
O -22.11 -6.70 -17.06
C -22.39 -7.88 -16.34
N -19.81 -8.60 -18.09
H -19.16 -5.60 -19.56
H -19.38 -7.24 -20.19
H -18.00 -6.85 -19.18
H -19.59 -6.60 -17.28
H -21.91 -7.51 -18.99
H -21.63 -5.79 -18.71
H -22.97 -7.62 -15.45
H -21.51 -8.46 -16.04
H -22.98 -8.55 -16.97
H -18.83 -8.83 -17.89
H -20.27 -8.90 -17.24
C -18.97 -13.84 -14.75
C -17.91 -14.33 -15.72
C -17.05 -15.47 -15.22
O -17.86 -16.61 -15.01
C -17.20 -17.68 -14.42
N -18.52 -14.69 -17.02
H -19.52 -13.00 -15.18
H -18.48 -13.53 -13.82
H -19.74 -14.57 -14.48
H -17.27 -13.46 -15.92
H -16.52 -15.14 -14.32
H -16.35 -15.73 -16.03
H -16.65 -17.39 -13.52
H -16.47 -18.15 -15.11
H -17.94 -18.42 -14.10
H -19.34 -14.11 -17.16
H -18.89 -15.63 -16.90
C -21.98 -12.79 -20.24
C -21.22 -11.75 -19.43
C -20.41 -12.35 -18.29
O -21.20 -13.06 -17.34
C -21.97 -12.24 -16.50
N -20.37 -11.02 -20.37
H -22.70 -13.33 -19.63
H -21.29 -13.54 -20.63
H -22.52 -12.26 -21.02
H -21.95 -11.01 -19.09
H -19.95 -11.53 -17.71
H -19.60 -12.97 -18.66
H -22.40 -12.89 -15.73
H -22.76 -11.71 -17.03
H -21.36 -11.51 -15.95
H -19.72 -10.43 -19.85
H -19.76 -11.60 -20.94
C -19.72 -12.31 -11.36
C -20.86 -11.58 -12.06
C -20.74 -10.06 -11.94
O -20.40 -9.48 -10.69
C -21.38 -9.67 -9.69
N -20.89 -11.91 -13.49
H -19.72 -12.02 -10.31
H -18.78 -12.08 -11.87
H -19.87 -13.38 -11.47
H -21.79 -11.91 -11.59
H -21.72 -9.62 -12.18
H -20.09 -9.65 -12.72
H -21.02 -9.14 -8.81
H -21.56 -10.73 -9.51
H -22.36 -9.29 -10.03
H -21.68 -11.43 -13.92
H -20.07 -11.49 -13.93



6.
17
Properties=species:S:1:pos:R:3 method="wB97M-V/def2-TZVPD" charge=0 orbital_gap_ev=10.3 relative_energy_kj_mol=110.1 homo_energy_ev=-9.04 lumo_ha=0.0468 smiles=CCN1C[C@H]1C
C 1.26 0.26 -1.73
C 0.89 1.13 -0.55
N -0.37 0.72 0.08
C -0.36 0.65 1.53
C -0.38 -0.59 0.71
C -1.63 -1.41 0.53
H 2.26 0.53 -2.09
H 1.30 -0.80 -1.44
H 0.55 0.35 -2.56
H 1.72 1.14 0.18
H 0.75 2.17 -0.88
H 0.58 0.88 2.04
H -1.25 0.99 2.05
H 0.56 -1.15 0.69
H -1.68 -2.23 1.26
H -1.67 -1.85 -0.47
H -2.52 -0.79 0.65



7.
55
Properties=species:S:1:pos:R:3 method="wB97M-V/def2-TZVPD" charge=-2 orbital_gap_ev="5.3 / 5.8" relative_energy_kj_mol=24.4 homo_energy_ev="-1.08 / -1.60" lumo_ha="0.1547 / 0.1546" s2=2.01 multiplicity=3
Pt -1.00 0.15 3.44
S -0.99 2.71 2.43
P -0.40 1.51 0.94
C -0.18 -0.05 1.53
P -0.34 -1.63 0.91
S -1.37 -2.92 2.00
C -0.95 -1.63 -0.82
C -0.19 -1.08 -1.85
C -0.65 -1.07 -3.15
C -1.90 -1.60 -3.45
C -2.67 -2.14 -2.43
C -2.20 -2.16 -1.13
C 1.34 -2.32 0.66
C 2.38 -1.84 1.46
C 3.66 -2.36 1.34
C 3.92 -3.35 0.41
C 2.89 -3.84 -0.39
C 1.61 -3.33 -0.26
C 1.11 2.20 0.16
C 2.08 1.33 -0.31
C 3.23 1.82 -0.93
C 3.41 3.19 -1.07
C 2.45 4.06 -0.57
C 1.31 3.57 0.05
C -1.63 1.67 -0.42
C -1.36 2.25 -1.66
C -2.36 2.35 -2.62
C -3.63 1.87 -2.35
C -3.90 1.28 -1.12
C -2.91 1.19 -0.16
H 0.79 -0.66 -1.63
H -0.05 -0.63 -3.93
H -2.27 -1.58 -4.46
H -3.65 -2.56 -2.65
H -2.78 -2.60 -0.33
H 2.15 -1.05 2.17
H 4.45 -1.98 1.97
H 4.93 -3.75 0.30
H 3.09 -4.62 -1.12
H 0.81 -3.72 -0.88
H 1.96 0.26 -0.16
H 3.98 1.12 -1.29
H 4.30 3.57 -1.54
H 2.60 5.13 -0.65
H 0.57 4.24 0.46
H -0.37 2.61 -1.89
H -2.14 2.80 -3.58
H -4.41 1.93 -3.10
H -4.89 0.89 -0.90
H -3.12 0.74 0.81
O -1.40 -1.31 7.18
S -1.25 -0.02 6.52
O -0.09 -0.01 5.56
O -1.22 1.10 7.43
S -2.75 0.23 5.09



8.
13
Properties=species:S:1:pos:R:3 method="wB97M-V/def2-TZVPD" charge=0 orbital_gap_ev=9.7 relative_energy_kj_mol=134.5 homo_energy_ev=-9.18 lumo_ha=0.0183 smiles=c1cn[nH]c1.BrC#CBr
C 0.68 -1.99 -0.22
C -0.19 -1.19 0.53
N 0.17 0.07 0.48
N 1.26 0.11 -0.28
C 1.60 -1.11 -0.73
H 0.63 -3.05 -0.37
H -1.05 -1.48 1.10
H 1.72 0.98 -0.47
H 2.46 -1.27 -1.37
Br 0.14 3.60 0.32
C -1.38 2.65 0.37
C -2.29 1.86 0.32
Br -3.76 0.83 0.33



9.
16
Properties=species:S:1:pos:R:3 method="wB97M-V/def2-TZVPD" charge=0 orbital_gap_ev=8.3 relative_energy_kj_mol=702.8 homo_energy_ev=-7.71 lumo_ha=0.0230
C -1.50 -1.48 -0.61
C -1.08 -0.06 -0.40
C 1.41 -0.45 2.79
N 0.48 1.42 -0.53
O 0.31 -0.05 2.51
O -0.11 0.44 -1.34
S 1.46 2.29 -1.41
H -1.11 -2.21 0.13
H -2.62 -1.50 -0.36
H -1.29 -2.04 -1.53
H -0.60 0.25 0.62
H -1.86 0.64 -0.65
H 2.30 0.03 2.39
H 1.54 -1.34 3.36
H 1.93 1.38 -2.43
H 0.74 2.68 -2.53



10.
21
Properties=species:S:1:pos:R:3 method="wB97M-V/def2-TZVPD" charge=0 orbital_gap_ev=10.2 relative_energy_kj_mol=122.4 homo_energy_ev=-9.22 lumo_ha=0.0344 smiles="[H]/N=C(/C)[C@@H](C)C(=C)C"
H -2.19 -0.07 -0.07
N -1.76 0.18 -0.97
C -0.56 0.61 -0.88
C 0.10 1.08 -2.14
C 0.31 0.66 0.35
C -0.28 1.50 1.46
C 0.21 -0.96 0.55
C -0.41 -1.47 1.60
C 1.10 -1.80 -0.33
H 0.32 2.14 -2.05
H -0.56 0.91 -2.99
H 1.05 0.58 -2.33
H 1.34 0.94 0.11
H -0.14 2.55 1.24
H -1.35 1.34 1.60
H 0.20 1.25 2.41
H -0.30 -2.51 1.85
H -1.02 -0.89 2.27
H 2.11 -1.39 -0.38
H 0.70 -1.84 -1.35
H 1.15 -2.81 0.05



11.
13
Properties=species:S:1:pos:R:3 method="wB97M-V/def2-TZVPD" charge=+1 orbital_gap_ev=9.5 relative_energy_kj_mol=360.3 homo_energy_ev=-14.31 lumo_ha=-0.1768
N -0.93 1.24 -1.08
O 0.42 1.21 -1.51
C 1.29 0.53 -0.74
C 0.98 -0.30 0.26
C -0.33 -0.61 0.55
N -0.62 -1.44 1.52
H -0.99 2.18 -0.71
H -1.42 0.98 -1.89
H 2.33 0.54 -1.13
H 1.79 -0.84 0.89
H -1.05 -0.10 -0.04
H -1.61 -1.74 1.60
H 0.14 -1.64 2.29